Record 1
108
Properties=species:S:1:pos:R:3:mulliken_spin:R:1 method="wB97M-V/def2-TZVPD" fmax_ev_per_a=1.9 multiplicity=2 s2=0.76 orbital_gap_ev="6.41 / 6.72" total_charge=-1 homo_energy_ev="-4.64 / -4.64"
Cr -0.32 -1.18 0.45 1.124
C -1.56 -1.37 4.22 0.002
C -1.46 0.15 4.18 -0.001
C -2.86 0.78 4.16 0.000
C -0.65 0.82 3.10 0.007
C -0.21 2.11 3.42 0.001
C 0.40 2.61 2.29 -0.003
C 0.94 4.01 2.29 0.000
C 0.24 4.95 1.31 0.000
C 2.46 4.07 2.16 0.000
N 0.35 1.64 1.35 -0.018
N -0.31 0.55 1.83 0.012
B 0.86 1.71 -0.09 0.031
N 1.91 0.61 -0.43 -0.020
N 1.66 -0.70 -0.21 -0.024
C 2.59 -1.42 -0.83 -0.003
C 3.48 -0.55 -1.46 0.002
C 3.02 0.73 -1.21 -0.006
C 3.67 1.92 -1.86 0.000
C 2.76 2.59 -2.88 0.000
C 4.26 2.96 -0.91 0.000
C 2.63 -2.92 -0.97 0.014
C 3.41 -3.34 -2.22 0.000
C 3.23 -3.62 0.24 0.002
N -0.33 1.45 -1.04 0.000
N -0.59 0.14 -1.26 -0.032
C -1.22 0.04 -2.43 -0.004
C -1.43 1.32 -2.94 -0.002
C -0.84 2.19 -2.04 0.003
C -0.90 3.68 -2.04 0.000
C -0.81 4.24 -3.46 0.000
C -2.18 4.12 -1.32 0.000
C -1.49 -1.25 -3.12 -0.002
C -2.69 -1.16 -4.04 0.000
C -0.23 -1.65 -3.91 0.001
H -2.01 -1.68 5.16 0.000
H -2.17 -1.74 3.41 0.001
H -0.57 -1.80 4.17 0.000
H -0.97 0.45 5.11 0.000
H -3.39 0.49 3.25 0.000
H -3.44 0.45 5.02 0.000
H -2.78 1.86 4.18 0.000
H -0.30 2.60 4.36 0.000
H 0.69 4.39 3.30 0.000
H 0.54 4.76 0.29 0.000
H -0.84 4.84 1.38 0.000
H 0.50 5.98 1.55 0.000
H 2.77 3.75 1.17 0.000
H 2.81 5.08 2.34 0.000
H 2.91 3.41 2.89 0.000
H 1.33 2.77 -0.28 0.000
H 4.35 -0.81 -2.02 0.000
H 4.52 1.49 -2.41 0.000
H 1.95 3.13 -2.39 0.000
H 3.34 3.30 -3.47 0.000
H 2.32 1.85 -3.55 0.000
H 3.51 3.69 -0.63 0.000
H 4.65 2.50 -0.01 0.000
H 5.06 3.49 -1.41 0.000
H 1.60 -3.28 -1.08 0.004
H 4.48 -3.19 -2.08 0.000
H 3.23 -4.40 -2.40 0.000
H 3.08 -2.79 -3.10 0.000
H 4.25 -3.28 0.42 0.000
H 2.63 -3.42 1.11 0.002
H 3.23 -4.69 0.06 0.000
H -1.93 1.57 -3.85 0.000
H -0.05 4.06 -1.46 0.000
H -1.65 3.92 -4.06 0.000
H -0.78 5.32 -3.44 0.000
H 0.11 3.87 -3.92 0.000
H -3.06 3.81 -1.88 0.000
H -2.23 3.66 -0.33 0.000
H -2.20 5.20 -1.21 0.000
H -1.67 -2.02 -2.37 0.002
H -2.49 -0.49 -4.87 0.000
H -2.92 -2.15 -4.44 0.000
H -3.56 -0.80 -3.50 0.000
H -0.11 -1.00 -4.78 0.000
H 0.65 -1.56 -3.28 -0.001
H -0.32 -2.68 -4.24 0.000
C -1.90 -4.58 2.48 0.001
C -1.69 -3.28 1.77 -0.022
N -0.51 -2.70 1.80 -0.040
N 0.40 -3.37 2.48 -0.005
C 1.52 -2.85 2.91 -0.003
N 2.32 -3.76 3.57 0.000
S 2.01 -1.23 2.88 0.004
C -2.71 -2.51 1.14 0.016
C -4.07 -2.85 1.10 0.001
C -4.98 -1.95 0.61 -0.001
C -4.54 -0.69 0.20 0.001
C -3.19 -0.43 0.26 -0.006
N -2.28 -1.30 0.68 -0.025
H -1.63 -4.47 3.53 0.000
H -1.22 -5.29 2.02 0.000
H -2.92 -4.93 2.40 0.000
H 2.09 -4.72 3.36 0.000
H 3.30 -3.53 3.59 0.000
H -4.38 -3.83 1.42 0.000
H -6.03 -2.20 0.56 0.000
H -5.23 0.05 -0.16 0.000
H -2.82 0.54 -0.04 0.001
O -0.48 -4.52 -2.60 -0.002
Se -0.90 -4.11 -1.12 0.000
O -2.49 -3.99 -0.99 0.003
O -0.27 -2.56 -0.84 -0.015
O -0.27 -5.10 -0.04 0.000

=====

Record 2
103
Properties=species:S:1:pos:R:3:mulliken_charge:R:1 method="wB97M-V/def2-TZVPD" fmax_ev_per_a=1.8 multiplicity=1 relative_energy_kcal_mol=15.1 orbital_gap_ev=7.11 total_charge=0 homo_energy_ev=-8.31
Ca -0.77 0.91 -0.32 1.242
C -0.39 -4.27 0.15 -1.617
C 0.60 -3.36 0.85 1.065
C 1.68 -2.83 0.15 -0.611
C 2.60 -2.00 0.77 0.816
C 3.83 -1.54 0.02 -1.374
C 2.40 -1.64 2.10 -0.629
C 1.32 -2.15 2.83 0.966
C 1.11 -1.75 4.27 -1.778
C 0.45 -3.03 2.19 -1.020
H 0.05 -5.25 -0.05 0.444
H -0.70 -3.86 -0.81 0.378
H -1.28 -4.43 0.76 0.339
H 1.81 -3.09 -0.90 0.448
H 3.58 -1.16 -0.98 0.143
H 4.52 -2.38 -0.13 0.518
H 4.37 -0.76 0.56 0.254
H 3.10 -0.97 2.59 0.425
H 1.78 -2.29 4.94 0.414
H 0.09 -1.96 4.60 0.349
H 1.30 -0.68 4.42 0.301
H -0.38 -3.46 2.75 0.305
C -2.97 3.12 -2.81 -1.538
C -2.85 1.74 -2.21 3.023
C -4.07 0.90 -2.53 -2.046
O -2.63 1.86 -0.76 1.307
C -1.56 1.00 -2.71 -1.063
O -0.84 1.58 -3.53 -0.714
O -1.26 -0.11 -2.11 -0.694
H -3.84 3.62 -2.38 0.428
H -3.08 3.05 -3.89 0.424
H -2.08 3.71 -2.60 0.048
H -4.95 1.33 -2.03 0.284
H -3.94 -0.13 -2.21 0.319
H -4.24 0.91 -3.61 0.564
H -3.35 2.41 -0.36 -0.827
C 4.51 2.06 -4.54 -1.123
Si 5.00 1.64 -2.81 0.310
C 5.67 -0.09 -2.81 -1.074
C 6.32 2.82 -2.28 -1.098
C 3.61 1.74 -1.55 1.347
Te 1.60 1.38 -2.28 0.158
C 1.53 3.40 -2.97 -0.615
Si 1.19 4.80 -1.79 0.280
C -0.08 4.45 -0.48 -0.365
C 0.62 6.23 -2.81 -1.188
C 2.75 5.27 -0.91 -0.497
H 5.20 1.56 -5.23 0.391
H 4.56 3.13 -4.74 0.314
H 3.50 1.71 -4.78 0.365
H 6.51 -0.17 -3.51 0.415
H 4.90 -0.80 -3.13 0.304
H 6.02 -0.39 -1.81 0.279
H 7.18 2.79 -2.97 0.360
H 6.70 2.59 -1.27 0.299
H 5.94 3.85 -2.27 0.306
H 3.61 2.73 -1.08 -0.586
H 3.81 1.00 -0.77 -0.753
H 0.78 3.39 -3.77 0.645
H 2.51 3.56 -3.43 0.209
H -1.07 4.83 -0.72 0.534
H 0.25 4.92 0.46 0.475
H -0.18 3.38 -0.29 -0.490
H -0.29 5.98 -3.36 0.338
H 1.39 6.52 -3.53 0.308
H 0.42 7.09 -2.17 0.331
H 2.98 4.58 -0.08 -0.207
H 2.65 6.28 -0.49 0.368
H 3.61 5.28 -1.60 0.158
N -1.60 -1.13 0.89 0.103
C -2.85 -0.56 1.30 0.271
C -2.89 0.32 2.38 -0.567
C -3.93 1.23 2.47 -0.699
C -4.94 1.24 1.51 -0.581
C -5.01 0.19 0.60 -0.626
C -3.98 -0.72 0.51 -0.429
S -5.67 2.80 1.08 1.416
O -6.84 2.49 0.29 -0.737
O -4.56 3.37 0.26 -0.646
O -5.86 3.52 2.31 -0.731
H -1.71 -1.89 0.23 0.083
H -0.99 -1.41 1.65 -0.434
H -2.06 0.36 3.07 0.697
H -3.93 2.00 3.23 0.694
H -5.85 0.16 -0.09 0.666
H -3.98 -1.49 -0.26 0.403
C -0.87 3.32 2.99 -1.090
C 0.21 2.53 2.33 0.031
O -0.08 1.53 1.68 0.112
C 1.63 2.96 2.41 0.095
C 1.98 4.12 3.10 -0.487
C 3.30 4.53 3.13 -0.915
C 4.28 3.79 2.47 -0.650
C 3.93 2.63 1.77 -0.817
C 2.61 2.22 1.75 0.569
H -1.85 2.91 2.73 -0.327
H -0.83 4.36 2.67 0.465
H -0.73 3.30 4.08 0.514
H 1.22 4.70 3.61 0.469
H 3.57 5.43 3.66 0.418
H 5.31 4.12 2.48 0.437
H 4.69 2.06 1.26 0.378
H 2.32 1.33 1.20 0.527